<w>
Formula: C4H10N4O
Source: the Open Molecules 2025 dataset
Level of theory: wB97M-V/def2-TZVPD

Positions of all 19 atoms, in Å:
1 H 0.64 -2.86 -0.96
2 O -1.04 0.97 2.05
3 H -2.34 -0.06 -1.34
4 H -1.86 -1.68 -1.18
5 H -0.69 -2.90 0.21
6 C -0.49 -0.32 -0.54
7 N -1.59 -0.71 -1.25
8 H 1.22 1.83 2.69
9 C 0.31 -2.49 0.02
10 H 1.00 -2.87 0.77
11 C -0.29 1.16 -0.27
12 C -0.10 1.15 1.31
13 H 1.61 0.98 -0.99
14 H 1.77 1.92 1.04
15 N 1.12 1.57 1.72
16 N 0.35 -1.06 0.08
17 N 0.89 1.69 -0.94
18 H -1.18 1.73 -0.52
19 H 0.66 1.93 -1.90

HOMO energy: -9.10 eV
Gap between HOMO and LUMO: 9.96 eV
LUMO: 0.86 eV

***

<x>
Formula: C4H10N4O
Source: the Open Molecules 2025 dataset
Level of theory: wB97M-V/def2-TZVPD

Positions of all 19 atoms, in Å:
1 C -0.07 0.86 -0.61
2 N -1.46 -1.19 -0.88
3 N -2.05 0.45 0.84
4 H -2.62 1.05 0.26
5 H 2.43 1.46 -1.09
6 N 0.32 0.02 2.13
7 N 0.69 0.39 -1.60
8 C 0.24 -0.45 0.86
9 H -2.66 -0.29 1.19
10 H 0.18 1.77 -0.06
11 C -1.01 -0.14 0.01
12 H 2.54 0.27 -2.48
13 H -1.33 -2.10 -0.46
14 H 1.09 -0.28 2.71
15 O 1.22 -1.20 0.41
16 H -0.91 -1.16 -1.74
17 C 2.00 0.59 -1.60
18 H 1.85 -0.66 -0.32
19 H -0.45 0.59 2.43

HOMO energy (spin up / spin down): -7.17 / -7.17 eV
Gap between HOMO and LUMO (spin up / spin down): 8.04 / 8.04 eV
LUMO (spin up / spin down): 0.86 / 0.86 eV

***

<y>
Formula: C4H10N4O
Source: the Open Molecules 2025 dataset
Level of theory: wB97M-V/def2-TZVPD

Positions of all 19 atoms, in Å:
1 N 1.91 -0.44 1.11
2 H -0.04 2.34 0.32
3 H -2.26 0.48 1.80
4 H 2.26 -1.23 1.64
5 H 1.77 0.43 1.60
6 H -1.36 1.05 -1.71
7 H 1.03 2.27 -0.94
8 C 1.10 -0.65 0.06
9 N 0.71 1.79 -0.10
10 C -1.22 -0.11 0.19
11 H -0.89 -0.71 -1.93
12 H 0.53 -2.05 -1.24
13 O -0.99 -1.31 0.68
14 H 1.83 -2.51 -0.30
15 N -2.09 0.79 0.85
16 N 1.35 -1.73 -0.74
17 C 0.25 0.47 -0.36
18 H -2.95 0.99 0.35
19 C -0.93 0.15 -1.27

HOMO energy: -6.80 eV
Gap between HOMO and LUMO: 7.62 eV
LUMO: 0.82 eV

***

Ranked by calculated energy, most stable first: <w>, <y>, <x>.